Below is C12H21BeF2Mg2N2O10P2S3 as an isolated structure at a distorted geometry, with properties calculated with ωB97M-V/def2-TZVPD.

Atoms and positions in Å:
S  2.533  1.920  1.959
S  -0.472  -0.664  3.775
S  -0.056  1.568  1.516
P  -0.044  -0.564  1.834
P  1.079  1.745  6.008
Mg  -0.936  3.655  3.682
Mg  -1.531  -2.009  5.700
F  0.749  3.966  8.273
F  2.362  -0.127  -1.690
O  -0.412  2.088  2.893
O  2.347  2.033  5.266
O  1.139  2.367  7.494
O  -1.125  1.845  0.563
O  -0.127  2.325  5.239
O  0.933  0.225  6.255
O  2.182  0.914  2.952
O  -3.732  -2.244  -1.607
O  2.939  3.164  2.593
O  -2.471  -1.744  0.115
N  5.095  -0.598  1.862
N  1.259  2.213  0.929
C  -3.302  -1.375  -0.694
C  -4.847  -2.003  -2.490
C  0.300  -1.449  -4.974
C  0.311  -0.587  -2.729
C  3.945  1.420  0.957
C  1.686  -0.560  -2.771
C  4.135  -0.105  0.864
C  2.390  -0.966  -3.887
C  -3.782  0.050  -0.737
C  -0.385  -1.030  -3.841
C  1.687  -1.419  -4.994
C  -4.423  -1.239  -3.731
Be  -4.327  0.051  -6.047
H  -0.248  -1.798  -5.840
H  -1.054  -1.270  1.135
H  -1.460  -1.048  -3.821
H  3.737  1.801  -0.054
H  -5.265  -1.120  -4.410
H  4.848  1.942  1.287
H  3.180  -0.638  0.920
H  -4.780  0.164  -1.153
H  -0.208  -0.262  -1.833
H  -5.665  -1.513  -1.961
H  3.471  -0.927  -3.885
H  4.661  -1.326  2.414
H  2.224  -1.748  -5.873
H  1.246  -1.080  1.632
H  5.382  0.148  2.485
H  4.544  -0.298  -0.138
H  -3.074  0.644  -1.315
H  -5.210  -2.989  -2.773
H  -3.816  0.432  0.280
H  -3.629  -1.772  -4.248
H  -4.038  -0.249  -3.478

Summary:
Gap between HOMO and LUMO = 2.844 eV
Net charge = +1

Here are the natural (NBO) charges for atoms 1 to 4, given in e:
1 S 2.232
2 S -0.656
3 S 2.010
4 P 0.569

Below is C16H10Br2MnN3OS2 as an isolated structure, with properties calculated with ωB97M-V/def2-TZVPD.

Atoms and positions in Å:
Br  1.511  -3.955  1.886
Br  -0.956  -5.113  -3.051
Mn  1.081  0.954  0.351
S  5.665  2.434  0.256
S  -0.203  3.305  0.428
O  1.138  -1.065  0.912
N  -0.090  1.375  2.191
N  3.000  1.561  0.228
N  0.106  -0.165  -1.411
C  0.720  -1.933  0.078
C  -0.293  -3.819  -1.824
C  -1.150  1.236  4.315
C  4.111  1.922  0.243
C  -0.951  -0.553  -3.499
C  -1.414  3.195  2.944
C  0.768  -3.312  0.273
C  0.131  -1.512  -1.186
C  -1.681  2.512  4.106
C  -0.603  2.598  1.954
C  -0.942  -1.897  -3.299
C  -0.394  0.314  -2.525
C  -0.355  0.714  3.320
C  0.268  -4.238  -0.656
C  -0.349  1.791  -2.778
C  -0.377  -2.435  -2.120
H  -0.980  2.331  -2.071
H  -1.355  -2.568  -4.041
H  0.334  -5.295  -0.435
H  -1.343  0.671  5.216
H  0.662  2.175  -2.633
H  0.101  -0.266  3.399
H  -0.666  2.017  -3.796
H  -1.369  -0.129  -4.402
H  -2.310  2.967  4.863
H  -1.818  4.182  2.763

Summary:
Gap between HOMO and LUMO (spin up / spin down) = 7.267 / 7.248 eV
2S+1 = 6
Net charge = -1
Expectation value of S² = 8.76

Here are the natural (NBO) charges for atoms 1 to 4, given in e:
1 Br 0.040
2 Br 0.011
3 Mn 1.539
4 S -0.310

Below is C8H14F6N3O5S4Tl as an isolated structure, with properties calculated with ωB97M-V/def2-TZVPD.

Atoms and positions in Å:
Tl  0.938  -0.249  1.754
S  -0.657  -2.695  2.480
S  1.821  2.548  0.003
S  0.698  -1.152  4.655
S  3.554  0.550  -0.845
F  5.745  -0.141  0.385
F  3.061  4.791  -0.593
F  5.187  1.926  0.705
F  4.129  0.339  1.735
F  1.053  5.012  0.185
F  1.359  4.333  -1.848
O  0.463  2.118  -0.258
O  4.401  0.301  -1.967
O  -1.809  -1.634  4.631
O  2.235  2.569  1.381
O  2.621  -0.494  -0.450
N  -0.610  -0.978  -0.810
N  2.874  1.959  -1.008
N  -2.820  -0.698  -2.585
C  4.727  0.687  0.596
C  -2.835  -1.775  -1.527
C  -0.553  -0.047  -1.918
C  -1.956  -1.295  -0.382
C  -1.420  -0.466  -3.100
C  1.838  4.283  -0.603
C  -3.056  -2.010  4.060
C  -0.665  -1.819  3.946
H  -3.768  -1.997  4.881
H  -3.866  -1.944  -1.222
H  -3.354  -1.284  3.301
H  -3.465  -0.908  -3.345
H  -1.465  0.307  -3.866
H  -3.008  -2.998  3.608
H  -3.131  0.170  -2.141
H  -2.402  -0.391  0.052
H  -1.930  -2.041  0.415
H  -0.033  -1.797  -0.961
H  0.479  0.057  -2.251
H  -1.081  -1.401  -3.543
H  -0.864  0.941  -1.566
H  -2.434  -2.680  -1.983

Summary:
Gap between HOMO and LUMO = 6.079 eV
Net charge = 0

Here are the natural (NBO) charges for atoms 1 to 4, given in e:
1 Tl 0.737
2 S -0.398
3 S 2.241
4 S -0.209

Below is a single C4H7NO2 molecule, with properties calculated with ωB97M-V/def2-TZVPD.

Atoms and positions in Å:
O  -0.340  -0.709  2.017
O  0.321  -1.308  -1.016
N  -0.707  1.201  -0.917
C  0.240  0.117  1.020
C  -0.814  0.963  0.336
C  -0.235  1.308  -2.044
C  1.077  -0.666  0.000
H  -1.603  1.434  0.918
H  -1.139  -1.114  1.661
H  0.925  0.770  1.577
H  -0.542  0.581  -2.801
H  -0.615  -1.172  -0.824
H  1.790  0.024  -0.472
H  1.644  -1.428  0.544

Summary:
Gap between HOMO and LUMO = 8.972 eV
Net charge = 0

Here are the natural (NBO) charges for atoms 1 to 4, given in e:
1 O -0.702
2 O -0.718
3 N -0.305
4 C 0.029